95
Properties=species:S:1:pos:R:3:mulliken_charge:R:1 method="wB97M-V/def2-TZVPD" e_tot_ha=-5804.64076 spin_multiplicity=1 relative_energy_ev=1.802 lumo_ev="-1.5 / -1.5" homo_energy_ev="-3.9707 / -3.9531" max_force_ha_per_bohr=0.0267
Ni -0.713 -0.573 0.162 0.06
C -4.131 5.400 1.450 -1.03
C -3.440 5.471 0.092 -1.02
N -2.980 4.172 -0.370 0.22
C -1.674 3.800 -0.097 -0.18
C -1.156 2.591 -0.352 -0.11
C 0.267 2.299 0.073 -0.18
O 1.104 3.211 -0.022 -0.80
O 0.451 1.139 0.528 -0.15
C -1.979 1.585 -0.992 1.46
O -1.597 0.444 -1.286 -0.94
C -3.347 2.003 -1.334 0.53
C -4.176 1.110 -1.998 -0.55
C -5.473 1.458 -2.287 0.38
F -6.256 0.580 -2.970 -0.36
C -6.002 2.674 -1.889 -1.48
C -5.179 3.575 -1.224 -0.73
C -3.839 3.276 -0.970 0.24
N -7.358 3.073 -2.136 0.24
C -7.554 4.193 -3.059 -0.48
C -8.823 4.958 -2.581 -0.74
N -9.432 4.077 -1.539 -0.10
C -9.754 2.745 -2.138 -0.65
C -8.377 2.056 -2.383 -0.73
H -4.465 6.391 1.763 0.38
H -3.440 5.014 2.200 0.33
H -4.993 4.731 1.418 0.29
H -2.569 6.121 0.155 0.47
H -4.106 5.904 -0.658 0.41
H -1.055 4.566 0.353 0.45
H -3.768 0.145 -2.276 0.69
H -5.615 4.511 -0.899 0.50
H -7.687 3.839 -4.086 0.29
H -6.682 4.837 -3.033 0.50
H -9.533 5.126 -3.386 0.34
H -8.577 5.911 -2.118 0.39
H -10.184 4.503 -1.008 0.28
H -8.582 3.842 -0.981 0.40
H -10.302 2.899 -3.064 0.29
H -10.378 2.184 -1.448 0.35
H -8.340 1.658 -3.397 0.51
H -8.229 1.231 -1.691 0.47
F -1.093 -5.237 -1.924 -0.24
C -0.009 -4.434 -1.907 0.70
F 1.067 -5.238 -1.925 -0.23
F -0.016 -3.717 -3.022 -0.22
S -0.096 -3.457 -0.305 0.41
O -1.126 -2.467 -0.715 -0.51
O 1.376 -2.857 -0.632 -0.42
N 0.279 -2.386 1.664 -0.44
S -0.311 -1.246 2.547 0.92
O 0.761 -0.344 2.973 -0.68
O -1.626 -0.692 2.254 -0.68
C -0.704 -2.136 4.111 0.53
F -1.659 -3.053 3.907 -0.25
F -1.146 -1.279 5.039 -0.23
F 0.366 -2.763 4.605 -0.23
C 5.697 2.787 -1.350 -1.56
C 5.102 1.422 -1.307 1.01
C 5.763 0.283 -0.972 -1.12
C 5.025 -0.923 -0.832 0.98
N 3.726 -0.949 -0.973 -0.19
C 3.094 0.132 -1.574 -0.18
S 1.559 0.005 -2.152 -0.41
N 3.805 1.313 -1.658 0.11
C 5.722 -2.212 -0.550 -1.51
H 6.727 2.770 -1.005 0.37
H 5.120 3.459 -0.711 0.36
H 5.669 3.188 -2.365 0.38
H 6.826 0.296 -0.775 0.40
H 3.266 2.129 -1.918 0.33
H 6.345 -2.141 0.343 0.31
H 6.366 -2.449 -1.400 0.51
H 4.998 -3.013 -0.416 0.15
C 6.936 -3.983 3.538 -1.59
C 5.643 -3.447 2.975 0.77
C 4.675 -4.295 2.459 -0.86
C 3.496 -3.818 1.888 0.91
C 2.493 -4.837 1.407 -1.60
C 3.287 -2.433 1.806 0.60
Te 1.758 -1.352 0.655 1.15
C 4.230 -1.565 2.386 1.16
C 4.048 -0.056 2.452 -1.79
C 5.385 -2.085 2.961 -0.86
H 6.927 -5.073 3.570 0.37
H 7.107 -3.610 4.550 0.34
H 7.785 -3.671 2.926 0.29
H 4.837 -5.369 2.497 0.32
H 2.675 -5.795 1.895 0.52
H 2.564 -4.987 0.328 0.23
H 1.480 -4.517 1.639 0.22
H 3.004 0.250 2.410 0.16
H 4.588 0.451 1.646 0.12
H 4.448 0.314 3.397 0.53
H 6.108 -1.403 3.403 0.40

102
Properties=species:S:1:pos:R:3:mulliken_charge:R:1 method="wB97M-V/def2-TZVPD" e_tot_ha=-5967.33278 spin_multiplicity=11 lumo_ev="1.9 / 1.9" total_charge=-1 homo_energy_ev="-5.4681 / -6.2370" max_force_ha_per_bohr=0.0619
Mn 1.014 2.122 -1.575 -1.01
Mn 1.133 -2.134 -0.330 0.00
B 1.602 1.143 -3.542 0.46
H 1.857 2.217 -3.294 -0.20
H 0.489 1.065 -3.378 -0.46
H 1.853 0.795 -4.611 -0.32
H 2.160 0.498 -2.769 -0.60
B 2.373 -2.627 -2.164 0.98
H 1.760 -3.426 -1.656 -0.23
H 1.660 -1.939 -2.755 -0.66
H 2.843 -2.015 -1.342 -0.33
H 3.186 -3.023 -2.877 -0.26
B 1.363 4.206 -1.106 1.03
H 1.165 5.303 -0.814 -0.29
H 2.492 3.977 -1.170 -0.43
H 0.915 3.531 -0.318 -0.27
H 0.938 3.888 -2.091 -0.12
B 0.408 0.115 -0.603 7.20
H 0.403 1.091 -0.028 -0.39
H 1.453 -0.261 -0.773 -0.78
H -0.103 -0.671 0.021 -0.60
H -0.269 0.240 -1.522 -1.27
B 2.318 -1.955 1.481 2.59
H 2.864 -1.926 2.499 -0.38
H 2.312 -2.991 1.034 -0.26
H 1.235 -1.769 1.753 -1.10
H 2.735 -1.122 0.804 -0.72
C -0.705 0.375 3.083 1.12
C 0.119 0.284 4.428 -1.05
C -0.855 -0.285 5.427 -0.68
S -2.496 0.380 5.044 1.14
O -2.831 1.496 5.910 -0.70
O -3.470 -0.631 4.770 -0.65
C -1.983 1.147 3.417 -0.84
H -0.711 -0.582 2.567 -0.83
H -0.079 0.941 2.387 -0.34
H 0.386 1.331 4.590 0.44
H 1.088 -0.200 4.319 0.41
H -0.574 -0.104 6.466 0.50
H -1.039 -1.363 5.418 0.27
H -1.713 2.141 3.769 0.42
H -2.802 1.138 2.707 0.40
C 5.410 1.979 1.875 -0.65
C 5.235 3.120 0.827 -0.44
C 5.385 2.599 -0.524 -0.87
S 4.327 1.097 -0.435 1.04
O 4.846 0.074 -1.305 -0.79
O 2.985 1.658 -0.625 -1.15
C 4.591 0.778 1.372 -0.43
H 5.049 2.488 2.768 0.38
H 6.467 1.748 2.009 0.28
H 5.837 3.986 1.122 0.47
H 4.243 3.551 1.002 0.21
H 6.397 2.341 -0.844 0.38
H 4.965 3.149 -1.367 0.33
H 4.914 -0.235 1.596 0.61
H 3.583 0.791 1.791 -0.10
C -2.197 -1.332 -4.792 -0.76
C -0.770 -1.801 -5.115 -0.20
C -0.498 -3.063 -4.316 -0.91
S -1.458 -2.824 -2.773 0.81
O -0.552 -2.515 -1.684 -0.05
O -2.426 -3.916 -2.608 -0.87
C -2.247 -1.245 -3.294 0.14
H -2.969 -1.999 -5.175 0.30
H -2.209 -0.316 -5.192 0.41
H -0.022 -1.044 -4.862 -0.08
H -0.645 -1.970 -6.186 0.46
H 0.520 -3.391 -4.130 0.37
H -1.081 -3.892 -4.731 0.45
H -1.663 -0.415 -2.893 -0.77
H -3.214 -1.138 -2.801 0.54
C -3.189 3.004 0.584 -0.48
C -3.668 4.335 -0.054 -1.02
C -2.905 4.520 -1.344 -0.60
S -2.466 2.848 -2.034 0.71
O -1.035 2.617 -2.024 -0.61
O -3.351 2.534 -3.135 -0.71
C -3.071 1.948 -0.532 -0.10
H -3.877 2.853 1.414 0.44
H -2.165 3.077 0.962 0.33
H -3.421 5.146 0.628 0.46
H -4.750 4.272 -0.183 0.34
H -1.935 4.923 -1.042 0.20
H -3.250 5.003 -2.256 0.46
H -2.324 1.158 -0.484 -0.26
H -4.102 1.813 -0.868 0.49
C -3.389 -3.794 1.520 -0.84
C -2.541 -2.807 2.366 0.07
C -1.391 -3.587 2.998 -0.85
S -0.781 -4.501 1.556 0.94
O -0.167 -5.728 1.976 -0.82
O -0.119 -3.579 0.652 -1.27
C -2.458 -4.836 0.881 -0.46
H -4.251 -3.325 1.046 0.45
H -4.006 -4.282 2.289 0.38
H -3.028 -2.469 3.283 0.41
H -2.217 -1.920 1.824 -0.11
H -1.795 -4.290 3.726 0.43
H -0.567 -3.031 3.443 0.26
H -2.769 -5.849 1.117 0.41
H -2.313 -4.716 -0.194 0.07

20
Properties=species:S:1:pos:R:3:mulliken_charge:R:1 method="wB97M-V/def2-TZVPD" e_tot_ha=-725.60525 spin_multiplicity=1 relative_energy_ev=0.362 lumo_ev=-3.6 total_charge=+1 smiles="CSCC[C@H]([NH3+])C=O" homo_energy_ev=-12.3031 max_force_ha_per_bohr=0.0398
C -3.425 -0.344 0.420 -0.86
S -1.888 0.537 -0.031 -0.03
C -0.617 -0.308 1.034 -0.96
C 0.553 -0.960 0.228 -0.54
C 1.035 0.206 -0.664 -0.30
N 2.436 -0.053 -1.243 -0.32
C 1.261 1.570 0.094 -0.08
O 2.356 1.912 0.432 -0.47
H -3.255 -1.335 0.865 0.30
H -4.065 -0.477 -0.436 0.35
H -3.926 0.383 1.068 0.29
H -0.198 0.463 1.696 0.43
H -1.048 -0.961 1.833 0.45
H 1.462 -1.174 0.833 0.47
H 0.263 -1.769 -0.430 0.26
H 0.344 0.376 -1.492 0.46
H 3.041 0.787 -1.219 0.34
H 2.345 -0.208 -2.251 0.38
H 2.939 -0.878 -0.919 0.35
H 0.387 2.232 0.182 0.46

16
Properties=species:S:1:pos:R:3:mulliken_charge:R:1 method="wB97M-V/def2-TZVPD" e_tot_ha=-878.06852 spin_multiplicity=1 relative_energy_ev=4.569 lumo_ev="-0.4 / -0.5" homo_energy_ev="-7.5765 / -8.4266" max_force_ha_per_bohr=0.1047
C -0.324 2.523 -2.155 -0.59
C -1.264 -0.425 1.912 -0.99
C 1.012 -1.818 1.002 -1.15
O -0.615 1.350 -1.407 -0.18
P 0.555 0.598 -0.507 -0.02
P -0.557 -1.116 0.255 0.15
H -1.241 3.105 -1.924 0.19
H -0.257 2.059 -3.212 0.21
H 0.597 2.906 -1.648 0.35
H -1.959 -1.155 2.100 0.34
H -1.746 0.421 1.670 0.38
H -0.324 -0.302 2.562 0.27
H 0.657 -2.712 1.699 0.30
H 1.555 -1.179 1.619 0.45
H 1.712 -2.105 0.115 0.33
H 2.250 -0.101 -2.385 -0.04

93
Properties=species:S:1:pos:R:3:mulliken_charge:R:1 method="wB97M-V/def2-TZVPD" e_tot_ha=-2547.20239 spin_multiplicity=2 lumo_ev="1.8 / 1.8" total_charge=-1 homo_energy_ev="-1.4902 / -1.4902" max_force_ha_per_bohr=0.0549
C 5.265 -0.356 4.091 -1.00
C 3.979 0.155 3.348 -0.73
N 4.082 0.201 1.882 0.27
C 5.374 0.696 1.392 -0.64
C 5.760 2.115 1.952 -1.16
C 3.690 -1.021 1.275 -0.02
S 4.697 -1.921 0.296 -0.22
S 1.992 -1.704 1.540 -0.31
C 0.889 -1.093 0.198 -0.75
C -0.547 -0.727 0.720 -0.72
C -0.540 0.443 1.762 -1.62
C -1.828 0.465 2.693 3.47
C -1.705 -0.808 3.596 -1.69
C -3.042 -1.457 4.109 -0.07
C -2.764 -3.024 4.265 -1.11
I -3.418 -0.721 6.121 0.02
C -3.068 0.532 1.732 -2.70
C -4.241 1.487 2.115 1.88
C -5.076 1.714 0.770 -1.64
C -5.293 0.863 3.115 -1.57
N -3.873 2.833 2.600 0.80
O -4.692 3.327 3.457 -0.69
C -2.442 3.021 2.933 1.30
C -1.734 3.640 1.676 -1.65
C -2.380 4.153 4.039 -1.66
C -1.726 1.782 3.554 -1.75
H 5.936 0.525 4.232 0.25
H 5.851 -1.093 3.506 0.28
H 5.034 -0.710 5.119 0.35
H 3.140 -0.511 3.655 0.36
H 3.725 1.151 3.783 0.36
H 6.231 0.014 1.563 0.37
H 5.279 0.804 0.288 0.62
H 6.601 1.970 2.671 0.29
H 6.155 2.796 1.168 0.32
H 4.930 2.596 2.510 0.29
H 1.305 -0.230 -0.370 0.44
H 0.732 -1.887 -0.571 0.41
H -1.119 -1.625 1.041 0.42
H -1.078 -0.344 -0.185 0.47
H -0.402 1.386 1.200 0.31
H 0.320 0.286 2.455 0.46
H -1.137 -0.495 4.506 0.57
H -1.096 -1.623 3.147 0.22
H -3.897 -1.381 3.420 0.10
H -1.690 -3.243 4.408 0.31
H -3.201 -3.519 3.374 0.31
H -3.351 -3.377 5.143 0.42
H -3.522 -0.469 1.539 0.56
H -2.691 0.862 0.736 0.47
H -4.544 1.343 -0.129 0.37
H -6.053 1.188 0.825 0.35
H -5.283 2.797 0.615 0.36
H -5.499 -0.178 2.765 0.41
H -6.265 1.392 3.010 0.46
H -4.975 0.910 4.172 0.13
H -1.771 2.924 0.829 0.30
H -2.241 4.574 1.349 0.41
H -0.686 3.873 1.960 0.34
H -1.290 4.398 4.132 0.42
H -2.702 3.795 5.033 0.34
H -2.871 5.087 3.709 0.42
H -0.639 1.977 3.705 0.44
H -2.202 1.568 4.541 0.27
C 1.570 -3.734 -5.338 -1.80
C 1.834 -2.257 -4.989 1.79
C 2.464 -1.549 -6.203 -1.39
C 1.516 -1.306 -7.375 -0.60
C 0.055 -1.158 -6.947 -1.46
C -0.147 -0.733 -5.480 1.92
N 0.525 -1.699 -4.623 0.11
O 0.381 -1.415 -3.264 -0.74
C -1.656 -0.810 -5.210 -1.86
C 0.298 0.730 -5.297 -1.68
C 2.896 -2.227 -3.883 -1.84
H 1.158 -4.266 -4.479 0.38
H 2.495 -4.250 -5.636 0.36
H 0.859 -3.835 -6.161 0.34
H 2.869 -0.584 -5.885 0.33
H 3.332 -2.118 -6.561 0.56
H 1.840 -0.406 -7.908 0.33
H 1.597 -2.124 -8.099 0.34
H -0.447 -0.456 -7.622 0.53
H -0.449 -2.118 -7.105 0.31
H -2.010 -1.842 -5.280 0.43
H -2.214 -0.216 -5.944 0.40
H -1.910 -0.431 -4.219 0.26
H -0.265 1.390 -5.969 0.38
H 1.359 0.881 -5.511 0.32
H 0.114 1.076 -4.278 0.31
H 3.820 -2.706 -4.228 0.32
H 2.575 -2.765 -2.992 0.32
H 3.144 -1.203 -3.597 0.38

8
Properties=species:S:1:pos:R:3:mulliken_charge:R:1 method="wB97M-V/def2-TZVPD" e_tot_ha=-589.17914 spin_multiplicity=1 relative_energy_ev=1.073 lumo_ev=-5.8 total_charge=+1 homo_energy_ev=-15.2678 max_force_ha_per_bohr=0.1213
C -0.688 -0.739 0.087 -0.12
C 0.858 -0.783 0.298 -0.11
C -0.191 1.365 -0.267 0.02
O -1.105 0.453 -0.343 -0.14
S 1.392 0.820 0.178 0.14
H -1.312 -1.655 0.124 0.38
H 1.512 -1.608 0.757 0.37
H -0.465 2.147 -0.834 0.46

59
Properties=species:S:1:pos:R:3:mulliken_charge:R:1 method="wB97M-V/def2-TZVPD" e_tot_ha=-10269.27941 spin_multiplicity=5 lumo_ev="-7.2 / -7.2" total_charge=+2 homo_energy_ev="-13.4561 / -13.4580" max_force_ha_per_bohr=0.0148
Cr 2.057 -0.011 -1.236 0.42
Br 2.338 -0.852 1.911 -0.07
C 1.303 -2.400 2.427 -0.40
Br 0.695 -3.448 0.941 -0.12
H 0.443 -2.028 2.963 0.23
H 1.950 -3.007 3.043 0.44
C 0.712 -1.707 -5.946 -1.03
N 0.958 -1.155 -4.616 -0.10
C 0.840 -1.837 -3.474 0.48
N 0.455 -3.117 -3.533 -0.33
O 1.072 -1.324 -2.347 -0.29
H 0.861 -0.916 -6.674 0.33
H -0.318 -2.055 -6.042 0.35
H 1.403 -2.518 -6.176 0.35
H 1.234 -0.192 -4.524 0.23
H 0.167 -3.553 -4.390 0.19
H 0.312 -3.611 -2.666 0.21
Se 4.558 2.480 0.415 0.41
N 6.088 1.648 0.209 -0.70
C 5.849 0.522 -0.442 0.34
C 6.780 -0.492 -0.846 -0.46
C 6.281 -1.567 -1.497 -0.76
C 4.874 -1.688 -1.771 -0.08
N 3.994 -0.793 -1.429 -0.34
C 4.486 0.308 -0.769 1.26
N 3.611 1.221 -0.411 -0.33
H 7.837 -0.393 -0.631 0.50
H 6.936 -2.365 -1.822 0.42
H 4.500 -2.567 -2.284 0.50
O 0.488 1.140 -0.914 -0.39
S -0.485 1.525 0.223 0.34
C -1.315 0.008 0.697 -0.61
C -1.834 0.027 2.113 1.11
C -1.091 0.548 3.170 -0.16
C -1.593 0.515 4.463 -0.91
C -2.843 -0.038 4.711 -0.52
C -3.591 -0.546 3.660 -0.74
C -3.091 -0.507 2.365 -0.39
C -1.784 2.398 -0.633 -1.16
C -2.971 2.502 0.288 0.63
C -4.138 1.815 -0.020 -0.38
C -5.221 1.857 0.847 -0.70
C -5.130 2.570 2.035 -0.50
C -3.964 3.259 2.347 -0.63
C -2.888 3.233 1.471 -0.19
H -0.533 -0.739 0.533 -0.13
H -2.125 -0.167 -0.015 0.41
H -0.122 1.008 2.990 0.43
H -1.013 0.931 5.277 0.46
H -3.237 -0.060 5.719 0.43
H -4.571 -0.968 3.845 0.44
H -3.689 -0.893 1.545 0.43
H -1.986 1.829 -1.542 0.43
H -1.346 3.363 -0.892 0.53
H -4.212 1.260 -0.950 0.40
H -6.136 1.337 0.594 0.43
H -5.973 2.600 2.714 0.43
H -3.896 3.825 3.267 0.45
H -1.985 3.786 1.711 0.41

49
Properties=species:S:1:pos:R:3:mulliken_charge:R:1 method="wB97M-V/def2-TZVPD" e_tot_ha=-989.18572 spin_multiplicity=3 lumo_ev="5.2 / 5.1" total_charge=-2 homo_energy_ev="1.0871 / 1.1527" max_force_ha_per_bohr=0.0952
C 3.667 -0.959 -2.229 -0.77
C 2.843 0.004 -2.921 -0.66
C 1.588 -0.581 -3.187 -0.75
C 1.552 -1.888 -2.619 -0.18
C 2.819 -2.120 -1.964 -0.76
Pt 2.312 -0.393 -0.610 0.49
N 2.411 -2.014 1.152 -0.72
C 2.820 1.402 -0.053 -0.27
C 2.366 2.169 -1.132 -0.97
H 0.751 -0.120 -3.753 0.27
H 3.192 0.958 -3.329 0.76
H 0.770 -2.615 -2.760 0.66
H 3.125 -3.061 -1.491 0.36
H 4.696 -0.837 -1.901 0.41
H 3.131 2.492 -1.868 0.40
H 2.304 1.222 0.868 0.05
H 1.780 -1.204 1.454 0.30
H 1.472 2.751 -0.875 0.18
H 3.785 0.844 -0.054 0.40
C -1.263 -2.916 -1.010 -1.57
C -1.491 -1.423 -1.241 2.03
C -2.541 -1.196 -2.329 -1.72
C -1.876 -0.723 0.069 -0.06
C -3.064 -1.025 0.693 -0.24
C -3.456 -0.381 1.866 -1.47
C -2.647 0.599 2.444 0.07
C -1.440 0.928 1.873 0.27
C -0.507 1.997 2.452 1.22
C -1.158 3.374 2.442 -1.61
C -0.030 1.621 3.847 -1.58
C -1.043 0.265 0.672 -0.06
O 0.065 0.626 0.152 -0.66
H -2.185 -3.385 -0.641 0.37
H -0.469 -3.074 -0.271 0.28
H -0.970 -3.407 -1.944 0.45
H -0.544 -0.963 -1.573 -0.78
H -3.501 -1.634 -2.031 0.31
H -2.676 -0.124 -2.509 0.38
H -2.216 -1.660 -3.265 0.43
H -3.697 -1.776 0.235 0.25
H -4.405 -0.643 2.328 0.29
H -2.953 1.117 3.351 0.26
H 0.367 2.030 1.783 -0.25
H -2.055 3.381 3.071 0.30
H -0.448 4.124 2.806 0.45
H -1.451 3.644 1.422 0.36
H 0.480 0.653 3.824 0.34
H 0.673 2.374 4.217 0.44
H -0.880 1.546 4.537 0.31